ORCA calculation (ωB97M-V with the def2-TZVPD basis set) on a molecular structure, C25H33CrI2NOP3 at a distorted geometry.

```
66
Properties=species:S:1:pos:R:3:forces:R:3
I 2.292 -0.745 -2.755 0.2 -0.3 -0.4
I -2.031 -1.709 -0.432 -0.1 -0.2 -0.3
Cr -0.307 -0.004 0.146 -2.0 -0.1 1.9
P 0.852 -1.581 1.441 0.3 -1.0 0.7
C 1.942 -2.544 0.366 0.1 -0.1 0.0
C 1.835 -0.870 2.791 0.2 0.1 0.0
H 1.934 -1.584 3.620 0.1 0.2 -0.3
H 0.507 -3.547 2.811 -0.1 0.2 -0.2
H 1.330 0.033 3.152 0.1 -0.2 0.0
H -0.808 -2.358 3.050 0.2 -0.1 -0.2
H 2.691 -1.879 -0.082 0.0 -0.4 0.3
H 2.826 -0.600 2.411 -0.1 0.0 0.2
C -0.157 -2.832 2.306 -0.2 0.0 -0.2
H 2.396 -3.352 0.944 0.2 0.1 -0.2
H -0.798 -3.347 1.578 0.3 0.0 0.3
H 1.355 -2.964 -0.464 0.1 0.0 0.3
P -1.243 1.573 -1.252 -0.4 0.8 -0.7
C -0.807 1.134 -2.951 -0.2 0.0 -0.1
C -3.059 1.682 -1.165 0.0 -0.4 0.0
H -0.440 3.368 0.106 -0.1 0.1 -0.2
H -1.438 3.997 -1.241 0.3 -0.2 0.0
H 0.253 3.433 -1.538 -0.1 0.2 0.1
C -0.663 3.269 -0.962 0.0 0.0 0.0
H -3.375 2.301 -0.320 0.2 0.0 -0.1
H -3.437 2.106 -2.102 0.1 0.0 0.2
H -1.389 1.762 -3.625 0.2 0.0 -0.2
H -1.051 0.079 -3.131 -0.1 0.2 0.0
H -3.465 0.673 -1.030 0.0 0.4 -0.1
H 0.279 1.244 -3.089 -0.5 0.2 -0.1
C 1.409 0.715 -0.343 4.5 3.7 0.5
O 2.350 1.405 -0.309 -3.3 -2.6 -0.3
N -0.727 1.009 1.523 0.6 -0.4 -1.1
P -1.475 1.542 2.849 -1.0 -0.1 1.3
C -2.956 2.494 2.458 -0.1 0.3 0.2
C -2.807 3.836 2.028 -0.4 -0.4 -0.1
C -3.900 4.460 1.418 0.3 0.1 0.1
C -5.107 3.769 1.252 0.1 -0.1 0.0
C -5.289 2.520 1.858 0.0 0.4 -0.2
C -4.230 1.903 2.510 0.3 0.3 -0.3
C -1.930 0.123 3.866 -0.2 -0.7 -0.5
C -1.365 -0.095 5.127 -0.5 0.1 0.0
C -1.800 -1.182 5.891 0.2 0.2 -0.2
C -2.707 -2.101 5.384 -0.1 0.0 -0.5
C -3.189 -1.949 4.078 0.0 0.1 -0.3
C -2.804 -0.846 3.315 -0.1 0.2 0.2
C -0.504 2.610 3.882 1.0 0.4 -0.2
C 0.797 2.973 3.506 -0.1 0.3 0.4
C 1.508 3.860 4.323 0.1 0.2 0.3
C 0.921 4.358 5.496 -0.1 -0.1 -0.1
C -0.373 3.979 5.873 0.2 -0.1 -0.3
C -1.086 3.111 5.061 -0.2 -0.1 -0.3
H -1.876 4.392 2.222 -0.4 -0.4 -0.4
H -3.792 5.493 1.074 -0.1 -0.4 0.1
H -5.911 4.219 0.666 0.2 -0.1 0.3
H -6.255 2.027 1.809 0.1 0.1 0.1
H -4.395 1.001 3.085 0.1 -0.1 -0.3
H -0.655 0.625 5.532 -0.1 -0.3 0.0
H -1.417 -1.289 6.891 0.1 -0.1 0.2
H -3.033 -2.954 5.974 0.1 0.2 0.0
H -3.868 -2.692 3.639 0.3 0.3 0.3
H -3.194 -0.714 2.293 0.2 -0.2 0.6
H 1.231 2.576 2.584 -0.1 0.2 0.3
H 2.528 4.190 4.081 -0.5 -0.3 -0.1
H 1.462 5.049 6.145 0.0 -0.2 -0.3
H -0.829 4.349 6.789 0.2 0.0 -0.2
H -2.103 2.810 5.327 0.3 0.1 0.0
```
Forces are in eV/Å.

Results
Orbital gap (alpha / beta): 5.9 / 5.6 eV
Energy relative to the best compared isomer or geometry (same formula, charge and spin): 14.1 kcal/mol
E_HOMO (alpha / beta): -14.1 / -14.5 eV
Spin multiplicity: 4
Charge: +2


ORCA calculation (ωB97M-V with the def2-TZVPD basis set) on a single C5H7P molecule at a distorted geometry.

```
13
Properties=species:S:1:pos:R:3:forces:R:3
C 0.979 0.401 0.440 0.3 -2.3 0.2
C 3.652 -0.747 1.989 -1.6 0.8 -0.5
C -0.637 0.314 -1.467 0.4 0.8 -0.8
C -1.493 0.141 -0.309 1.0 -0.5 1.8
C -0.060 -0.473 -0.264 0.0 1.3 -0.3
P 2.185 -0.014 1.627 -0.9 0.3 -1.3
H -1.161 -0.259 -2.240 1.3 0.3 -0.5
H -0.183 1.346 -1.693 -0.8 -1.9 0.0
H -1.499 0.866 0.457 -0.7 1.0 0.5
H -2.360 -0.493 -0.391 0.0 -0.2 0.1
H 0.075 -1.523 -0.292 0.1 -0.7 -0.2
H 0.616 1.369 0.170 0.9 1.2 0.9
H 3.593 -0.822 3.089 0.2 -0.1 0.0
```
Forces are in eV/Å.

Results
Orbital gap (alpha / beta): 7.3 / 7.3 eV
Energy relative to the best compared isomer or geometry (same formula, charge and spin): 122.2 kcal/mol
E_HOMO (alpha / beta): -8.2 / -8.2 eV


ORCA calculation (ωB97M-V with the def2-TZVPD basis set) on a molecular structure, C5H11NO.

```
18
Properties=species:S:1:pos:R:3:forces:R:3
C -1.305 -2.328 -0.542 -0.2 -0.2 -0.1
O -0.137 -1.787 0.018 0.0 0.0 0.0
C 0.353 -0.683 -0.715 0.2 0.1 -0.2
C -0.347 0.636 -0.608 -0.1 0.2 -0.1
N 0.653 1.243 0.052 0.0 0.1 0.0
C 0.887 2.396 0.630 0.0 0.0 -0.1
C 1.476 0.017 0.075 0.2 -0.1 0.1
H -1.567 -3.211 0.045 0.0 0.1 -0.1
H -1.147 -2.633 -1.590 0.0 0.1 0.2
H -2.142 -1.614 -0.506 0.1 -0.1 0.0
H 0.620 -1.021 -1.730 0.0 0.0 0.2
H -1.233 1.115 -1.005 0.1 -0.1 0.1
H -1.240 0.915 1.558 -0.1 0.0 0.2
H -0.880 1.444 1.958 -0.2 -0.1 0.1
H 0.163 3.193 0.519 0.1 -0.1 0.0
H 1.811 2.531 1.173 -0.1 -0.1 -0.1
H 1.594 -0.367 1.091 0.0 0.0 -0.1
H 2.440 0.151 -0.423 -0.2 0.0 0.1
```
Forces are in eV/Å.

Results
Orbital gap: 8.2 eV
Energy relative to the best compared isomer or geometry (same formula, charge and spin): 115.1 kcal/mol
E_HOMO: -7.1 eV


ORCA calculation (ωB97M-V with the def2-TZVPD basis set) on a molecular structure, C31H44BrCuN3P2 at a distorted geometry.

```
82
Properties=species:S:1:pos:R:3:forces:R:3
N -5.116 -0.689 3.277 -0.2 -0.2 0.1
C -4.204 0.083 3.872 0.3 0.2 -0.4
C -3.261 0.807 3.147 0.2 -0.1 -0.3
C -3.260 0.703 1.732 -0.3 0.0 -0.5
C -4.346 0.022 1.125 -0.1 -0.4 0.6
C -5.218 -0.702 1.949 0.4 0.5 -0.5
C -2.261 1.331 0.883 -0.7 0.0 1.2
Cu 0.409 -0.412 0.272 -0.5 0.1 0.3
P 1.844 0.603 -0.990 0.3 0.4 -0.4
C -2.278 1.242 -0.488 0.4 0.4 -1.6
C -1.719 2.236 -1.377 0.2 -0.9 0.8
C -1.942 2.149 -2.775 0.0 0.4 -0.4
C -1.354 3.060 -3.644 -0.4 -0.6 0.2
C -0.463 4.019 -3.140 0.3 0.4 -0.4
C -0.327 4.201 -1.758 -0.3 -0.5 1.0
C -0.936 3.304 -0.876 0.4 1.0 -0.6
Br 0.625 5.034 -4.333 -0.8 -0.5 0.7
H -1.538 1.970 1.386 -0.1 0.0 -0.1
H -2.771 0.392 -0.983 -0.1 0.5 0.3
H -2.548 1.453 3.656 0.0 -0.3 -0.1
H -4.534 0.076 0.053 0.1 -0.2 0.3
H -4.210 0.116 4.964 -0.1 0.0 -0.3
H -6.015 -1.299 1.491 0.2 0.2 0.4
H -2.611 1.366 -3.144 0.3 0.3 0.0
H -0.828 3.436 0.202 0.1 0.1 -0.4
H -1.568 3.026 -4.705 0.1 -0.1 0.0
H 0.247 5.036 -1.370 0.1 -0.2 -0.1
P -0.545 -2.332 -0.197 -0.4 -0.8 -0.3
C 2.486 2.205 -0.349 0.0 0.2 0.1
C 3.177 3.164 -1.320 0.4 0.3 0.1
H 3.148 1.984 0.500 0.0 0.0 -0.2
H 1.607 2.708 0.084 0.2 -0.1 -0.1
H 3.564 4.028 -0.760 -0.1 -0.2 -0.1
H 4.040 2.709 -1.821 -0.3 0.1 0.1
H 2.492 3.567 -2.079 0.2 -0.3 0.1
C 1.390 0.954 -2.730 -0.2 -0.1 -0.2
C 2.530 0.933 -3.747 0.1 0.2 -0.4
H 0.877 1.928 -2.741 0.3 -0.3 0.1
H 0.617 0.224 -3.012 0.3 0.1 0.1
H 2.139 1.197 -4.741 0.1 -0.1 0.2
H 3.304 1.674 -3.507 -0.2 -0.3 -0.1
H 2.996 -0.057 -3.828 -0.1 0.3 0.1
C 3.219 -0.622 -0.992 0.0 0.1 0.1
C 4.625 -0.089 -1.223 0.4 -0.1 -0.2
H 2.963 -1.400 -1.726 0.0 0.2 0.1
H 3.175 -1.120 -0.012 0.0 0.1 -0.2
H 5.339 -0.923 -1.181 -0.1 0.2 0.0
H 4.737 0.383 -2.205 0.0 -0.1 0.2
H 4.920 0.632 -0.453 -0.1 -0.1 -0.1
C 0.395 -3.668 0.668 -0.1 0.0 -0.1
C 1.916 -3.639 0.485 0.1 0.0 0.0
H -0.024 -4.633 0.344 0.1 0.2 0.1
H 0.165 -3.554 1.739 0.0 -0.1 -0.3
H 2.351 -4.582 0.836 -0.1 0.2 -0.1
H 2.219 -3.513 -0.562 -0.1 0.0 0.2
H 2.374 -2.839 1.084 -0.1 -0.1 -0.2
C -0.410 -2.705 -1.999 0.1 -0.2 0.2
C -1.371 -1.902 -2.886 0.0 0.0 -0.1
H -0.600 -3.785 -2.114 0.1 0.3 -0.1
H 0.634 -2.500 -2.290 -0.3 -0.2 0.0
H -1.207 -2.162 -3.941 0.0 0.1 0.3
H -2.425 -2.123 -2.665 0.3 0.0 0.0
H -1.215 -0.818 -2.792 0.0 -0.2 0.1
C -2.300 -2.817 0.113 -0.2 -0.1 -0.1
C -2.659 -3.273 1.532 -0.2 0.0 0.0
H -2.545 -3.628 -0.597 0.1 0.3 0.2
H -2.923 -1.950 -0.161 0.1 -0.3 0.0
H -3.683 -3.671 1.539 0.3 0.1 0.0
H -1.996 -4.069 1.899 -0.2 0.3 -0.1
H -2.655 -2.438 2.243 0.0 -0.2 -0.1
N 4.025 1.771 4.901 -2.3 -1.3 -0.8
C 3.049 1.213 4.575 1.9 1.2 0.8
C 1.859 0.523 4.125 0.3 0.0 -0.1
C 0.988 -0.129 5.011 0.1 0.1 0.0
C -0.099 -0.819 4.491 0.0 0.0 -0.3
C -0.262 -0.869 3.104 0.1 0.2 0.6
N 0.573 -0.237 2.265 0.2 0.3 0.3
C 1.621 0.460 2.751 -0.5 -0.5 0.4
H 1.187 -0.107 6.085 -0.1 0.0 -0.4
H -0.815 -1.327 5.135 0.3 0.1 -0.1
H -1.090 -1.443 2.670 0.5 0.4 0.1
H 2.301 0.922 2.028 -0.4 -0.1 0.4
```
Forces are in eV/Å.

Results
Orbital gap (alpha / beta): 6.8 / 4.4 eV
Energy relative to the best compared isomer or geometry (same formula, charge and spin): 0.0 kcal/mol
E_HOMO (alpha / beta): -13.9 / -13.9 eV
Spin multiplicity: 2
Charge: +2


ORCA calculation (ωB97M-V with the def2-TZVPD basis set) on a molecular structure, C29H43CoN2SSb2.

```
78
Properties=species:S:1:pos:R:3:forces:R:3
Co -0.162 -0.099 1.014 -0.1 -0.4 0.3
C -1.536 2.378 3.044 0.1 -0.1 -0.1
C -0.841 1.037 3.071 0.0 0.2 0.1
C -1.599 -0.136 3.238 -0.1 0.0 0.0
C -3.097 -0.054 3.385 0.1 0.0 -0.1
C -0.959 -1.384 3.317 0.0 -0.1 0.0
C -1.779 -2.641 3.448 0.0 0.0 0.0
C 0.441 -1.461 3.251 0.0 -0.1 0.0
C 1.139 -2.785 3.429 0.0 0.0 -0.1
C 1.200 -0.294 3.055 0.2 0.1 0.1
C 2.706 -0.384 2.988 -0.1 0.0 0.0
C 0.568 0.967 3.016 0.0 0.1 0.1
C 1.401 2.229 3.045 0.0 -0.1 -0.1
H -1.732 2.727 4.061 0.0 0.0 0.0
H -2.492 2.316 2.526 0.0 0.0 0.0
H -0.937 3.132 2.541 0.0 0.0 0.0
H -3.592 -0.167 2.415 0.0 0.0 0.0
H -3.406 0.894 3.819 0.0 0.0 0.0
H -3.467 -0.843 4.034 0.0 0.0 0.0
H -1.959 -2.885 4.500 0.0 0.0 0.0
H -1.275 -3.483 2.982 0.0 0.0 0.0
H -2.739 -2.531 2.951 0.0 0.0 0.0
H 1.307 -3.275 2.465 0.0 0.0 0.0
H 0.547 -3.457 4.043 0.0 0.0 0.0
H 2.102 -2.658 3.918 0.0 0.0 0.0
H 3.134 -0.417 3.994 0.0 0.0 0.0
H 3.134 0.470 2.471 0.0 0.0 0.0
H 3.022 -1.287 2.465 0.0 0.0 0.0
H 1.675 2.567 2.042 0.0 0.0 0.0
H 2.318 2.069 3.608 0.0 0.0 0.0
H 0.866 3.037 3.537 0.0 0.0 0.0
C 3.989 0.387 -0.337 -0.1 0.0 0.0
Sb 1.995 -0.367 -0.524 0.3 0.1 -0.4
C 2.466 -2.395 -0.958 0.0 0.0 0.2
C 1.724 0.201 -2.588 -0.1 0.1 0.1
C 1.658 1.684 -2.805 0.0 0.0 0.0
C 2.848 2.382 -3.028 0.0 0.0 0.0
C 2.862 3.750 -3.241 0.0 0.0 0.0
C 1.665 4.451 -3.250 0.0 0.0 0.0
C 0.477 3.771 -3.039 0.0 0.0 0.0
C 0.448 2.394 -2.806 -0.1 0.0 0.0
C -0.878 1.732 -2.570 0.1 -0.1 0.1
Sb -1.424 1.656 -0.484 -0.2 0.3 -0.4
C -3.474 1.203 -0.826 0.0 0.0 0.1
C -1.578 3.772 -0.225 0.0 -0.1 0.0
H 4.547 0.077 -1.223 0.0 0.0 0.1
H 4.470 -0.021 0.551 0.0 0.0 0.0
H 3.975 1.476 -0.281 0.0 0.0 0.0
H 3.231 -2.406 -1.734 0.0 0.0 0.0
H 1.559 -2.894 -1.299 0.0 0.0 0.0
H 2.841 -2.903 -0.069 0.0 0.0 0.0
H 0.842 -0.329 -2.947 0.0 0.0 0.0
H 2.599 -0.221 -3.081 0.0 0.0 0.0
H 3.781 1.829 -3.047 0.0 0.0 0.0
H 3.799 4.263 -3.416 0.0 0.0 0.0
H 1.654 5.518 -3.435 0.0 0.0 0.0
H -0.461 4.315 -3.070 0.0 0.0 0.0
H -0.931 0.712 -2.950 0.0 0.0 0.0
H -1.685 2.308 -3.025 0.0 0.0 0.0
H -3.894 1.963 -1.486 0.0 0.0 0.0
H -4.032 1.181 0.111 0.0 0.0 0.0
H -3.531 0.218 -1.292 0.0 0.0 0.1
H -2.048 4.182 -1.120 0.0 0.0 0.1
H -0.588 4.211 -0.108 0.0 0.0 0.0
H -2.190 4.008 0.643 0.0 0.0 0.0
C -0.272 -4.692 -3.951 0.0 0.0 0.0
C -1.217 -3.810 -3.193 0.1 0.0 0.0
C -2.505 -3.544 -3.636 0.0 0.0 0.0
C -3.260 -2.668 -2.882 0.0 0.1 0.1
N -2.818 -2.129 -1.744 0.0 -0.1 0.0
C -1.597 -2.506 -1.362 0.1 0.5 -0.4
S -1.061 -1.971 0.237 -0.3 -0.5 0.4
N -0.761 -3.275 -2.054 -0.1 -0.1 0.1
H -0.746 -5.125 -4.830 0.0 0.0 0.0
H 0.086 -5.493 -3.304 0.0 0.0 0.0
H 0.599 -4.113 -4.266 0.0 0.0 0.0
H -2.896 -3.993 -4.538 0.0 0.0 0.0
H -4.257 -2.375 -3.192 0.0 0.0 0.0
```
Forces are in eV/Å.

Results
Orbital gap (alpha / beta): 8.7 / 7.6 eV
Energy relative to the best compared isomer or geometry (same formula, charge and spin): 4.9 kcal/mol
E_HOMO (alpha / beta): -10.6 / -10.8 eV
Spin multiplicity: 4
Charge: +1


ORCA calculation (ωB97M-V with the def2-TZVPD basis set) on a molecular structure, C16H29IrN3O2SSi2.

```
54
Properties=species:S:1:pos:R:3:forces:R:3
Ir 1.060 -0.155 0.051 0.4 0.4 -0.7
N 5.406 -0.686 0.093 0.0 0.0 0.0
C 4.053 -0.484 0.308 0.0 0.1 0.0
S 3.029 -0.490 -1.100 0.0 -0.1 0.1
N 3.684 -0.281 1.534 -0.1 0.1 -0.1
N 2.319 -0.016 1.660 0.2 0.0 0.2
C 1.930 0.289 2.844 0.0 -0.1 0.0
C 0.576 0.599 3.251 0.0 0.1 0.0
C 0.390 0.794 4.633 0.0 0.0 0.0
C -0.817 1.159 5.178 0.0 0.0 0.0
C -1.902 1.365 4.317 0.0 0.0 0.0
C -1.762 1.190 2.964 0.0 0.0 0.0
C -0.536 0.783 2.378 0.0 0.0 -0.1
O -0.521 0.636 1.085 -0.1 -0.2 0.3
H 5.620 -1.250 -0.712 0.0 0.0 0.0
H 5.910 -0.936 0.930 0.0 0.0 0.0
H 2.702 0.318 3.612 0.0 0.0 0.0
H 1.247 0.648 5.282 0.0 0.0 0.0
H -0.921 1.292 6.247 0.0 0.0 0.0
H -2.864 1.662 4.719 0.0 0.0 0.0
H -2.594 1.343 2.288 0.0 0.0 0.0
C -3.263 -0.643 -2.358 0.0 0.0 0.0
Si -1.724 -1.259 -1.426 -0.1 0.1 0.0
C -2.355 -1.576 0.311 0.0 -0.1 0.0
C -1.350 -2.926 -2.226 0.1 0.0 0.0
C -0.232 -0.168 -1.638 -0.1 -0.3 -0.1
Si -0.313 1.607 -2.128 0.0 0.1 0.0
C 0.937 2.621 -1.123 0.0 -0.1 0.0
C 0.171 1.827 -3.938 0.0 0.0 0.0
C -1.947 2.513 -1.885 0.0 0.0 0.1
H -4.046 -1.405 -2.287 0.0 0.0 0.0
H -3.066 -0.467 -3.420 0.0 0.0 0.0
H -3.660 0.279 -1.930 0.0 0.0 0.0
H -3.124 -2.355 0.268 0.0 0.0 0.0
H -2.804 -0.678 0.736 0.0 0.0 0.0
H -1.552 -1.907 0.970 0.0 0.0 0.0
H -2.221 -3.586 -2.190 0.0 0.0 0.0
H -0.520 -3.414 -1.711 0.0 0.0 0.0
H -1.070 -2.793 -3.275 0.0 0.0 0.0
H 0.279 -0.668 -2.478 0.0 0.1 0.0
H 1.961 2.251 -1.228 0.0 0.0 0.0
H 0.677 2.627 -0.058 0.0 0.0 0.0
H 0.925 3.661 -1.462 0.0 0.0 0.0
H 1.176 1.434 -4.110 0.0 0.0 0.0
H 0.160 2.879 -4.237 0.0 0.0 0.0
H -0.515 1.281 -4.592 0.0 0.0 0.0
H -2.302 2.382 -0.859 0.0 0.0 0.0
H -2.727 2.167 -2.565 0.0 0.0 0.0
H -1.796 3.582 -2.059 0.0 0.0 0.0
C 1.700 -3.026 0.250 0.0 0.0 0.0
O 0.734 -2.050 0.478 -0.4 0.0 0.2
H 1.294 -3.961 0.658 0.0 0.0 0.0
H 2.653 -2.827 0.762 0.0 0.0 0.0
H 1.917 -3.182 -0.815 0.0 0.0 0.0
```
Forces are in eV/Å.

Results
Orbital gap: 7.2 eV
Energy relative to the best compared isomer or geometry (same formula, charge and spin): 14.1 kcal/mol
E_HOMO: -4.3 eV
Charge: -1


ORCA calculation (ωB97M-V with the def2-TZVPD basis set) on 2 unconnected molecules or ions with the total composition C3H6O3.

```
12
Properties=species:S:1:pos:R:3:forces:R:3
C 0.744 -0.739 0.770 0.1 0.4 0.5
O 2.130 -0.726 0.800 0.4 0.1 0.0
O 0.234 -1.726 1.615 -0.3 -0.3 0.0
O 0.234 -0.971 -0.483 -0.2 -0.2 -0.5
H 2.476 -1.547 0.423 -0.1 0.0 0.1
H 0.502 -1.556 2.524 0.1 0.1 -0.1
H 0.154 -1.925 -0.614 -0.1 0.0 0.1
H -0.872 0.838 -1.309 0.3 -0.6 0.1
C -1.417 1.726 -1.452 -0.2 0.4 0.0
C -2.039 2.734 -1.604 0.2 -0.3 0.0
H -2.584 3.620 -1.745 -0.3 0.5 -0.1
H 0.440 0.272 1.075 0.1 -0.2 -0.1
```
Forces are in eV/Å.

Results
Orbital gap: 11.0 eV
Energy relative to the best compared isomer or geometry (same formula, charge and spin): 65.8 kcal/mol
E_HOMO: -10.5 eV


ORCA calculation (ωB97M-V with the def2-TZVPD basis set) on a gas-phase ion, C5H13N2O (charge -1) at a distorted geometry.

```
21
Properties=species:S:1:pos:R:3:forces:R:3
C -0.348 -0.268 -0.660 0.1 0.2 -0.3
N 0.982 -0.383 -1.219 0.4 0.1 1.2
C 1.646 -1.894 -1.204 -1.0 2.6 -1.6
O 1.129 -2.569 -2.187 0.5 -0.9 0.7
C -0.324 0.637 0.602 0.1 0.0 0.6
C -1.673 0.800 1.312 0.4 -0.9 -0.8
C -1.571 1.377 2.703 0.2 0.8 0.2
N 0.215 1.962 0.280 -0.7 -0.6 -1.4
H -1.053 0.218 -1.346 -0.1 -0.2 -0.3
H -0.714 -1.309 -0.462 -0.1 0.8 0.3
H 1.048 0.031 -2.138 0.0 -0.6 -0.2
H 2.692 -1.490 -1.292 0.1 -0.8 0.0
H 1.493 -2.193 -0.135 -0.2 -0.1 -0.1
H 0.349 0.066 1.259 0.0 0.2 0.3
H -2.055 -0.237 1.325 -0.3 0.4 0.4
H -2.371 1.410 0.711 0.4 -0.2 0.0
H -2.581 1.444 3.112 0.1 0.2 0.4
H -1.072 2.370 2.755 -0.7 -0.2 -0.5
H -0.933 0.819 3.373 0.0 -0.8 0.2
H 0.836 1.817 -0.520 0.3 0.3 0.7
H 0.592 2.509 1.031 0.4 -0.3 0.1
```
Forces are in eV/Å.

Results
Orbital gap: 6.3 eV
Energy relative to the best compared isomer or geometry (same formula, charge and spin): 21.8 kcal/mol
E_HOMO: -2.7 eV
Charge: -1